Entry 1:
C42H61BrGe2MnN4O2SbSi3 | ωB97M-V with the def2-TZVPD basis set

Summary:
Largest force on an atom, eV Å⁻¹: 1.371
Multiplicity: 6
Net charge: +1
Energy, eV: -299158.79233
Energy relative to the best compared isomer or geometry (same formula, charge and spin), kJ/mol: 113.94
LUMO level (alpha / beta), eV: -4.0 / -3.3

XYZ file:
```
117
Properties=species:S:1:pos:R:3:forces:R:3:mulliken_charge:R:1
Sb 0.162566 1.732742 2.691678 -0.42 -0.16 0.29 0.04
Br -2.051955 -6.225168 1.816794 0.00 -0.03 0.01 -0.13
Ge -0.783050 -0.453669 -2.900021 0.18 -0.19 -0.87 -0.18
Ge -1.336093 -2.680597 -3.859561 -0.02 0.09 0.16 0.76
Mn -0.699580 -0.716275 0.582614 0.33 0.54 -0.17 0.77
Si 2.072899 3.645955 0.880059 -0.09 0.12 -0.10 0.69
Si -3.055624 0.346312 3.037762 -0.38 -0.16 0.02 0.41
Si 3.600434 1.490694 2.718393 0.10 -0.04 0.08 0.56
O -1.962193 0.311690 -0.449246 -0.19 0.04 0.28 -0.20
O -1.568909 2.268381 0.248024 0.63 0.44 0.80 -0.15
N -2.316813 1.583343 -0.350383 -0.85 -0.57 -0.92 -0.35
N 0.333954 -1.665967 2.136395 -0.30 -0.48 0.24 1.80
N 1.443743 -0.117230 0.139407 -0.16 -0.42 -0.55 1.59
N -1.911374 -2.551236 0.011156 -0.03 -0.12 0.36 1.53
C -0.148224 -4.045321 -3.097734 0.12 -0.03 0.00 -0.97
C 1.003168 0.020097 -3.609736 0.05 -0.04 0.10 0.53
C -2.037592 0.873410 -3.599407 -0.17 0.00 0.27 0.24
C -2.867918 1.024073 4.770531 0.12 -0.01 0.20 -1.12
C -2.737010 3.159431 -3.988329 0.04 -0.02 0.01 -0.94
C 1.740928 -0.932256 -4.321956 0.03 0.21 -0.02 -0.09
C 2.987601 -0.626380 -4.854962 -0.03 0.02 0.06 -1.04
C -3.944859 2.714737 -4.510962 0.00 -0.03 0.01 -0.54
C -1.317337 -0.073383 2.433756 0.90 0.53 -0.06 1.44
C -1.797743 2.247683 -3.524612 -0.08 -0.02 -0.09 0.48
C 2.131465 1.824737 1.530450 -0.22 -0.28 -0.37 2.75
C -3.189072 -2.331476 -0.325802 0.03 0.04 -0.11 -0.47
C 0.830483 -3.530453 3.521935 0.03 -0.06 0.06 -1.19
C 5.317534 1.718466 2.000467 0.14 0.12 -0.21 -1.22
C -4.199307 -3.234345 -0.048078 -0.06 -0.04 -0.06 -1.26
C 3.480212 0.940052 -0.415259 -0.01 0.06 0.09 -0.67
C -0.689155 -1.288461 2.940275 0.28 -0.34 0.12 -0.66
C 2.958768 -1.161100 -1.412609 0.18 -0.11 0.00 -0.40
C -0.239822 -3.184658 4.345655 -0.02 -0.02 0.05 -1.12
C 0.702193 3.765418 -0.386521 -0.12 -0.04 -0.05 -0.28
C 1.583329 1.274529 -3.402321 0.01 -0.05 -0.09 0.14
C 1.061018 -2.754643 2.412274 0.14 0.10 -0.23 -0.93
C -4.058058 1.579161 2.081346 0.18 0.27 -0.17 -1.17
C -3.155699 -3.348398 -3.516219 -0.04 0.07 0.09 -1.31
C 2.318559 0.866570 0.375901 0.03 0.22 0.14 -2.63
C 3.545950 2.664725 4.181651 -0.06 0.08 0.12 -1.36
C -1.147118 -2.624805 -5.808467 -0.04 -0.01 -0.06 -1.20
C -1.614785 -3.709792 0.616320 0.02 0.05 -0.10 -0.63
C -3.896838 -4.415192 0.604857 -0.11 0.06 -0.03 -0.28
C 3.618364 -0.321395 3.175506 -0.12 -0.21 0.10 -0.97
C -2.574117 -4.648704 0.934737 0.09 -0.12 0.00 -0.97
C 2.832581 1.584418 -3.929145 -0.08 -0.01 -0.01 -0.89
C -4.052048 -1.253433 3.054386 0.00 -0.17 0.05 -1.00
C -1.012656 -2.082728 4.048906 -0.33 0.17 0.21 -0.71
C 1.783076 -1.110256 -0.711253 0.02 0.10 0.23 -0.63
C -4.209449 1.353196 -4.573012 0.04 -0.04 0.04 -0.90
C -3.262527 0.442465 -4.117090 0.07 0.11 -0.05 -0.11
C 3.614672 4.260270 0.014253 0.26 -0.06 -0.02 -1.29
C 0.776918 0.825758 4.565300 0.01 0.06 -0.06 -1.36
C 3.535175 0.636975 -4.663309 -0.02 -0.01 0.01 -0.61
C 3.805906 -0.066656 -1.297704 0.06 -0.02 0.07 -1.90
C 1.780625 4.844223 2.287329 0.02 0.03 0.17 -1.10
H 3.255130 2.571380 -3.768696 -0.02 -0.07 -0.01 0.45
H 1.024222 4.505297 3.000792 0.06 0.14 -0.05 0.21
H -1.302697 -3.637687 -6.191472 0.02 0.08 -0.01 0.47
H 4.717784 -0.013932 -1.880152 -0.04 0.02 0.04 0.39
H -0.047618 1.013252 5.257152 0.07 0.01 -0.05 0.46
H -0.457258 -3.779497 5.225093 -0.03 0.04 -0.04 0.49
H 4.521685 4.189382 0.618397 -0.07 0.07 -0.09 0.37
H 1.066073 2.023014 -2.813809 0.04 0.00 -0.04 -0.19
H 5.474514 2.666652 1.482376 0.04 -0.10 0.08 0.35
H 4.457731 -0.513062 3.853221 -0.05 0.01 -0.08 0.58
H -5.214903 -3.008815 -0.344688 0.03 0.00 0.00 0.55
H 1.870910 -2.976672 1.724765 -0.04 0.00 -0.03 0.41
H -3.141101 -4.062714 -2.690654 -0.02 0.03 -0.04 0.33
H -3.605335 2.575261 2.075424 -0.08 -0.08 -0.01 0.31
H 2.558578 3.082183 4.387677 0.12 0.02 0.04 0.44
H -3.391320 -1.401861 -0.838316 0.01 0.08 0.06 0.41
H 1.430109 5.792276 1.864665 0.03 -0.09 0.02 0.43
H -3.496916 -3.867075 -4.414508 0.00 0.00 0.04 0.57
H 4.226882 3.502214 3.999564 -0.07 -0.06 0.01 0.38
H -0.174169 -2.264576 -6.137467 -0.02 -0.01 0.00 0.35
H 3.795543 3.771440 -0.947488 -0.02 0.08 0.07 0.25
H 5.597606 0.908971 1.322104 0.00 0.05 0.07 0.33
H 4.505168 0.879881 -5.082170 -0.06 -0.01 0.01 0.42
H 1.684889 1.271988 4.962336 -0.12 -0.05 0.02 0.54
H -4.679223 3.427099 -4.867096 0.03 -0.02 0.01 0.38
H 0.915335 -0.247456 4.472976 0.05 0.03 0.07 0.20
H -5.153694 1.000164 -4.972900 0.07 0.02 0.00 0.44
H -4.664132 -5.138161 0.845246 0.00 0.00 0.02 0.55
H 2.703272 5.049444 2.838430 -0.10 -0.01 -0.04 0.33
H 0.907912 -3.838618 -3.286623 -0.07 -0.04 0.03 0.33
H 1.022937 4.359913 -1.247097 0.01 0.00 0.08 0.56
H -0.576860 -3.900984 0.850511 0.02 0.04 0.06 0.56
H -3.874511 -2.561940 -3.284483 0.01 -0.06 0.00 0.37
H -2.524334 4.221328 -3.940813 -0.03 -0.05 0.02 0.45
H -2.341872 0.345316 5.450039 -0.07 0.09 -0.05 0.34
H -1.848679 -1.807779 4.681485 0.08 -0.05 -0.04 0.45
H 3.533163 -1.373961 -5.418850 -0.02 0.02 0.00 0.43
H -1.916135 -1.974279 -6.229420 0.05 -0.02 0.01 0.38
H -4.846073 -1.206144 2.302913 0.07 0.00 0.06 0.42
H 6.016344 1.694710 2.845579 -0.09 -0.01 -0.05 0.43
H 1.464775 -4.378821 3.741989 -0.03 0.06 -0.01 0.55
H 3.189343 -2.001077 -2.054833 -0.05 0.09 0.05 0.57
H -0.395476 -5.011569 -3.546351 0.05 0.05 0.05 0.52
H 4.137494 1.787649 -0.296232 0.01 -0.10 0.02 0.92
H 3.895132 2.155775 5.087499 -0.03 0.06 -0.09 0.45
H 1.341609 -1.928668 -4.464733 0.02 0.00 -0.06 0.24
H -0.870609 2.622786 -3.108195 -0.05 0.01 -0.02 0.26
H 3.779921 -0.925061 2.273316 0.01 0.08 0.07 0.20
H 1.062192 -1.921925 -0.824678 -0.03 0.03 -0.03 -0.09
H -0.301340 -4.123512 -2.017872 0.01 0.00 -0.06 0.07
H -5.031033 1.651104 2.577962 0.06 -0.01 0.00 0.50
H 0.413142 2.771631 -0.740620 0.10 0.14 -0.07 -0.70
H 3.447849 5.324466 -0.190406 -0.02 -0.09 0.01 0.49
H -3.449736 -2.144728 2.848860 -0.09 0.05 0.01 0.11
H -0.198012 4.222391 0.033466 0.11 -0.03 -0.10 0.53
H -2.321756 1.973707 4.754281 -0.07 -0.06 0.04 0.23
H -3.472651 -0.619343 -4.188499 -0.05 0.05 0.00 0.08
H -4.531246 -1.399414 4.029356 0.03 0.00 -0.11 0.51
H -4.225680 1.284234 1.044500 -0.07 0.00 0.08 0.23
H 2.711200 -0.678964 3.659261 0.07 -0.02 -0.02 0.23
H -3.859308 1.217846 5.193415 0.08 0.00 -0.04 0.43
```
Positions in Å, forces in eV/Å.



Entry 2:
C42H62AsN4O4SeSi2Sn | ωB97M-V with the def2-TZVPD basis set

Summary:
Largest force on an atom, eV Å⁻¹: 0.468
Multiplicity: 1
Net charge: -1
Energy, eV: -206487.11983
Energy relative to the best compared isomer or geometry (same formula, charge and spin), kJ/mol: 0.00
LUMO level, eV: 1.5

XYZ file:
```
117
Properties=species:S:1:pos:R:3:forces:R:3:mulliken_charge:R:1
Sn -0.145759 0.790751 -0.564732 -0.13 -0.18 -0.03 0.84
Se 3.165021 2.100263 0.146845 -0.05 0.46 0.04 1.07
As 2.873588 -0.923784 0.393817 0.20 0.04 0.00 0.89
Si 3.859883 -2.391763 -1.174659 -0.09 -0.06 -0.27 0.16
Si 4.401796 -1.119738 2.192351 0.12 -0.11 0.15 0.28
O 2.199665 1.678910 1.394387 0.08 0.08 -0.15 -0.58
O 4.537872 2.828617 0.586845 -0.11 -0.16 -0.04 -0.74
O 2.361155 2.815094 -1.062619 0.21 -0.15 0.16 -0.66
O 3.692075 0.519953 -0.456884 -0.20 -0.08 0.13 -0.68
N -0.752109 1.005094 1.634935 0.01 -0.03 -0.07 -0.70
N -1.765434 0.173292 -2.207942 0.01 0.04 0.04 -0.55
N -1.580224 2.591697 -0.621161 -0.09 -0.08 0.06 -0.27
N -0.874089 -1.395135 0.059912 0.01 0.06 0.00 -0.40
C -0.451954 -1.958737 1.211806 -0.06 -0.02 -0.03 0.00
C 1.159490 3.942509 4.349853 -0.04 -0.01 0.03 -1.08
C -2.072806 -5.594297 -0.961496 0.04 0.00 0.00 -1.29
C -0.337721 0.109874 2.575679 -0.03 -0.01 0.00 0.32
C -1.865115 1.707551 -6.386838 -0.04 -0.03 0.00 -1.15
C 3.799986 -2.580067 3.220712 -0.11 -0.03 -0.07 -0.83
C -1.384953 -2.235797 -2.170635 0.06 -0.04 0.01 -0.60
C -0.624129 -3.665859 -0.245512 -0.04 0.01 -0.02 0.78
C -0.663732 -4.993320 -0.934805 -0.05 0.02 0.02 -1.06
C -0.188522 3.244476 4.570154 0.11 0.04 -0.04 -1.17
C -2.529176 0.361692 -4.369031 -0.02 0.10 0.03 0.57
C -2.112174 4.795579 -0.245189 0.04 0.02 0.00 0.70
C -2.469923 4.511408 -1.525601 0.11 0.01 -0.04 0.76
C 5.536360 -1.879223 -1.826057 0.09 0.10 0.11 -1.08
C -0.088024 0.791325 3.832776 0.06 0.01 -0.02 0.73
C -4.617068 5.213384 -2.649667 0.04 0.02 0.00 -1.08
C -3.643867 -2.882600 -4.961886 0.03 0.03 -0.03 -1.15
C -0.992687 -2.399147 -0.849944 0.07 -0.03 -0.03 -0.03
C 2.661769 -2.358149 -2.620855 -0.08 0.07 0.01 -0.82
C -2.221728 1.050267 -3.131716 -0.05 -0.06 -0.03 0.22
C -3.003079 1.012774 -5.631294 0.05 0.01 0.01 -1.13
C -3.515288 6.113511 1.381653 0.04 0.02 -0.02 -1.08
C 0.397890 0.137820 5.087955 -0.10 -0.02 -0.01 -0.81
C -0.364186 2.101490 3.623141 -0.07 -0.01 0.03 0.60
C -0.776382 2.220692 2.234912 0.08 0.03 0.01 0.02
C -0.185514 -1.249936 2.383589 0.03 -0.03 0.04 -0.55
C -1.760748 -1.051470 -2.796076 -0.11 0.02 -0.03 0.06
C -2.344452 -2.087912 -5.129620 -0.13 -0.02 0.09 -1.17
C -0.718158 -0.577904 5.855809 0.04 0.02 0.00 -1.37
C -1.566922 3.571200 0.311756 -0.04 -0.02 -0.03 0.23
C -2.233794 -0.951071 -4.161007 0.15 -0.04 -0.01 0.92
C 3.935984 -4.149700 -0.513478 -0.09 0.01 0.20 -0.92
C -0.291439 -3.391421 1.046415 0.14 0.03 0.01 0.97
C -0.887741 -4.664386 3.146360 0.02 -0.01 -0.03 -1.30
C 0.187864 -4.333626 2.106676 -0.15 0.02 0.01 -0.37
C -2.133343 3.116591 -1.749613 -0.09 0.00 -0.01 0.17
C -2.260190 6.082639 0.502410 -0.09 -0.04 0.02 -1.19
C 6.166530 -1.481238 1.669730 0.05 0.02 -0.12 -1.13
C -1.143376 3.411607 1.626724 0.04 0.04 0.03 -0.64
C 4.398314 0.408883 3.255739 -0.14 0.16 -0.10 -0.79
C -3.101886 5.415516 -2.535778 -0.11 -0.04 0.04 -1.11
C -2.392086 2.419622 -2.916266 0.08 0.05 -0.02 -0.82
H 1.190093 -0.574760 4.842016 0.03 0.01 0.02 -0.25
H 0.851404 0.894691 5.731246 0.04 -0.02 -0.01 0.62
H 2.813257 -1.442713 -3.198062 -0.02 0.00 -0.01 0.31
H -2.775817 -4.904065 -1.429557 -0.01 0.00 -0.01 0.23
H -1.265743 -3.755853 3.616448 -0.01 0.01 0.01 0.16
H -3.785921 1.740794 -5.400480 -0.02 -0.01 -0.02 0.41
H 4.767504 1.267743 2.689301 0.02 0.00 0.02 0.30
H 3.380710 0.660129 3.561934 0.01 0.00 0.02 -0.09
H 0.530960 -5.259375 1.638456 0.04 0.01 0.01 0.48
H -3.460140 0.260446 -6.278508 -0.04 0.01 0.01 0.43
H -2.093383 -6.535505 -1.514026 0.00 -0.01 0.00 0.41
H 0.013894 -5.685803 -0.429908 0.02 0.00 -0.03 0.50
H 1.628553 -2.345584 -2.264732 -0.02 -0.05 -0.01 -0.03
H -3.523602 5.267834 2.070184 0.00 0.00 0.01 0.27
H -3.743965 -3.241822 -3.936909 0.00 -0.01 0.01 0.24
H -2.227953 2.179285 -7.302158 0.00 0.01 0.00 0.38
H -2.805413 2.989999 -3.739542 0.01 0.01 0.00 0.33
H 5.732323 -2.376164 -2.779540 0.00 -0.02 -0.01 0.38
H -1.092806 0.985724 -6.656103 0.02 0.00 0.00 0.31
H 4.588333 -4.230133 0.358784 0.03 -0.02 -0.01 0.27
H -2.899919 6.454344 -2.265754 0.03 0.00 -0.02 0.38
H -2.298347 6.911509 -0.207956 0.03 0.01 0.01 0.40
H 0.174276 -1.823207 3.229909 0.01 0.01 0.00 0.35
H -4.852039 4.183312 -2.919280 -0.01 -0.01 0.00 0.26
H -1.734454 -5.166569 2.675394 -0.01 0.00 0.00 0.32
H -1.490913 0.132179 6.154261 -0.02 0.00 -0.01 0.34
H 2.803591 -2.381171 3.623323 -0.01 0.00 0.02 0.04
H 1.981318 3.260164 4.569330 0.02 -0.01 -0.04 0.24
H -2.284316 -1.700414 -6.149119 0.03 -0.02 -0.01 0.44
H -1.191371 -1.339088 5.234174 -0.01 0.00 -0.01 0.20
H -5.103232 5.423020 -1.695793 -0.01 -0.01 0.01 0.25
H 2.940284 -4.492122 -0.217552 -0.01 -0.02 -0.01 0.10
H 5.026011 0.263704 4.139150 0.02 -0.04 0.01 0.50
H -0.330669 -1.061183 6.754731 0.00 -0.01 0.01 0.43
H -3.564375 7.034347 1.966047 -0.01 0.01 0.00 0.38
H -4.415003 6.049751 0.767614 -0.01 -0.02 0.00 0.24
H -2.639881 5.251384 -3.512649 0.01 0.02 0.00 0.39
H -5.045471 5.874981 -3.405032 -0.01 0.00 -0.01 0.38
H -0.292389 -4.886464 -1.957451 0.02 -0.01 0.00 0.38
H 1.270472 4.247712 3.309460 0.02 0.00 -0.01 0.25
H -1.002062 3.963861 4.444181 -0.02 -0.01 0.01 0.48
H -0.250631 2.881937 5.599028 -0.04 0.01 0.01 0.46
H 6.835299 -1.431721 2.533163 0.00 -0.01 0.02 0.40
H 4.312510 -4.823900 -1.286208 0.00 -0.01 -0.02 0.41
H -0.493282 -5.315720 3.928480 0.00 -0.01 0.00 0.42
H 3.745396 -3.499411 2.632269 0.00 -0.02 0.01 0.22
H 1.258386 4.821972 4.989261 0.00 0.01 0.01 0.43
H -3.673598 -3.742039 -5.634456 0.00 -0.01 0.00 0.37
H -4.507942 -2.251617 -5.175917 -0.01 0.01 0.02 0.32
H 4.476919 -2.754435 4.060717 0.01 -0.01 0.02 0.46
H 5.542867 -0.799939 -1.988932 0.00 0.01 -0.02 0.27
H 6.345717 -2.118932 -1.136106 0.01 -0.01 -0.01 0.31
H -1.376860 6.245964 1.124325 0.01 0.01 -0.02 0.40
H -1.397068 2.471016 -5.765167 0.01 0.00 0.00 0.28
H 6.503056 -0.744398 0.937767 0.01 0.02 0.01 0.31
H -2.423889 -5.784545 0.053865 -0.02 0.01 0.00 0.27
H 1.054679 -3.897350 2.607964 0.05 -0.01 0.03 -0.34
H 6.258909 -2.472242 1.220123 0.02 -0.01 0.01 0.24
H 2.786680 -3.213674 -3.290190 0.06 0.00 -0.01 0.39
H -1.421055 -3.133681 -2.776827 0.01 0.00 -0.01 0.27
H -1.491102 -2.757926 -4.999894 0.02 0.01 -0.04 0.41
H -1.134252 4.297922 2.248320 0.01 0.00 -0.01 0.29
```
Positions in Å, forces in eV/Å.